(1)
DFT (ωB97M-V/def2-TZVPD) results for a cluster of 2 separate species, CH2O4Si in total.

Structure (SMILES)   O=[SiH]O.O=C=O
Gap between HOMO and LUMO   10.90 eV
HOMO energy   -10.91 eV
LUMO level   -0.02 eV
Largest force on an atom   3.626 eV/Å
Electronic energy   -629.835580 Ha
Molecular weight   106.1 g/mol

ORCA input file:
```
! wB97M-V def2-TZVPD RIJCOSX def2/J DEFGRID3
* xyz 0 1
O -0.22303 -0.90953 0.72945
Si -1.19456 -0.35252 -0.30365
O -2.47224 0.60015 -0.05189
H -0.91810 -0.59304 -1.70671
H -2.37344 1.16943 0.84151
O 2.32884 0.54351 1.18973
C 2.40170 0.03914 0.16265
O 2.45083 -0.49713 -0.86110
*
```



(2)
DFT (ωB97M-V/def2-TZVPD) results for the ion CH2O5P2 with charge -2.

Structure (SMILES)   O=C=P([O-])([O-])OPO
Gap between HOMO and LUMO (spin up / spin down)   4.73 / 5.69 eV
HOMO energy (spin up / spin down)   1.48 / 0.49 eV
LUMO level (spin up / spin down)   6.21 / 6.18 eV
Largest force on an atom   5.016 eV/Å
Electronic energy   -1098.214326 Ha
Molecular weight   156.0 g/mol

ORCA input file:
```
! wB97M-V def2-TZVPD RIJCOSX def2/J DEFGRID3
* xyz -2 1
O 1.81857 -2.11789 -0.28669
C 1.19436 -1.16187 -0.02659
P 1.62603 0.70515 0.14730
O 2.20358 0.93683 -1.21957
O 2.68727 0.81637 1.30604
O 0.30473 1.34538 0.37019
P -1.65219 0.46906 0.15966
O -3.14634 -0.46498 -0.05758
H -1.51053 0.27888 -1.16737
H -3.52547 -0.80693 0.77461
*
```



(3)
DFT (ωB97M-V/def2-TZVPD) results for a structure of composition CH2O6P2.

Gap between HOMO and LUMO   7.31 eV
HOMO energy   -0.53 eV
LUMO level   6.78 eV
Largest force on an atom   4.723 eV/Å
Electronic energy   -1173.614214 Ha
Molecular weight   172.0 g/mol

ORCA input file:
```
! wB97M-V def2-TZVPD RIJCOSX def2/J DEFGRID3
* xyz -2 1
C 0.31366 -0.01192 -0.35712
O 3.21236 -0.20307 -0.91462
O -0.50842 2.60408 -0.86756
O 2.33323 -0.60020 1.41005
O -0.52967 1.70315 1.49183
O 1.79523 2.17619 0.25791
O -0.33128 -0.95748 0.42812
P 2.18259 0.00769 0.05347
P 0.17793 1.86703 0.17597
H 0.01605 -0.21044 -1.49522
H -0.15824 -0.63414 1.37403
*
```



(4)
DFT (ωB97M-V/def2-TZVPD) results for the molecule CH2OS2.

Structure (SMILES)   OC(=S)S
Gap between HOMO and LUMO   8.93 eV
HOMO energy   -8.90 eV
LUMO level   0.03 eV
Largest force on an atom   2.992 eV/Å
Electronic energy   -910.891317 Ha
Molecular weight   94.2 g/mol

ORCA input file:
```
! wB97M-V def2-TZVPD RIJCOSX def2/J DEFGRID3
* xyz 0 1
O 0.10634 1.62848 -0.03280
C 0.10890 0.32980 -0.05876
S 1.49885 -0.51066 0.02466
S -1.40742 -0.58184 -0.02316
H -0.76776 2.08348 0.17666
H -2.19934 0.38983 0.41425
*
```



(5)
DFT (ωB97M-V/def2-TZVPD) results for the molecule CH2OS2.

Gap between HOMO and LUMO (spin up / spin down)   8.33 / 6.67 eV
HOMO energy (spin up / spin down)   -9.49 / -8.64 eV
LUMO level (spin up / spin down)   -1.15 / -1.97 eV
Largest force on an atom   2.498 eV/Å
Electronic energy   -910.800631 Ha
Molecular weight   94.2 g/mol

ORCA input file:
```
! wB97M-V def2-TZVPD RIJCOSX def2/J DEFGRID3
* xyz 0 1
C -0.56116 0.00209 0.09348
O 1.88605 0.21894 -0.03077
S 0.76290 1.15567 0.11383
S 0.22869 -1.63265 0.11016
H -1.41675 0.29744 0.67234
H -0.89973 -0.04149 -0.95903
*
```



(6)
DFT (ωB97M-V/def2-TZVPD) results for the molecule CH2OS3.

Gap between HOMO and LUMO (spin up / spin down)   6.90 / 7.64 eV
HOMO energy (spin up / spin down)   -8.95 / -9.12 eV
LUMO level (spin up / spin down)   -2.05 / -1.48 eV
Largest force on an atom   2.054 eV/Å
Electronic energy   -1309.021708 Ha
Molecular weight   126.2 g/mol

ORCA input file:
```
! wB97M-V def2-TZVPD RIJCOSX def2/J DEFGRID3
* xyz 0 1
C -0.05650 0.37600 -0.17909
O 0.10947 0.88823 2.36822
S 0.75817 -2.28390 -1.46768
S -0.86782 -1.30784 -0.87077
S -0.85067 1.08691 1.26203
H 1.02522 0.04991 -0.22570
H -0.11785 1.19069 -0.88701
*
```



(7)
DFT (ωB97M-V/def2-TZVPD) results for a structure of composition CH2P2S3.

Gap between HOMO and LUMO   8.38 eV
HOMO energy   -9.00 eV
LUMO level   -0.61 eV
Largest force on an atom   2.641 eV/Å
Electronic energy   -1916.570347 Ha
Molecular weight   172.2 g/mol

ORCA input file:
```
! wB97M-V def2-TZVPD RIJCOSX def2/J DEFGRID3
* xyz 0 1
C 0.58393 1.02144 0.49910
P -0.87362 0.06294 1.25026
P -0.10837 2.05062 -0.62599
S -2.01071 1.18678 -0.20445
S -0.58091 -1.96016 0.66196
S 0.11467 -1.87133 -1.27499
H 1.55702 0.89166 0.86783
H 1.31798 -1.38195 -1.17372
*
```



(8)
DFT (ωB97M-V/def2-TZVPD) results for a structure of composition CH31BF3INbO17S.

Gap between HOMO and LUMO   7.52 eV
HOMO energy   -6.15 eV
LUMO level   1.37 eV
Largest force on an atom   2.921 eV/Å
Electronic energy   -2413.120463 Ha
Molecular weight   634.9 g/mol

ORCA input file:
```
! wB97M-V def2-TZVPD RIJCOSX def2/J DEFGRID3
* xyz -1 1
O 1.11836 1.13007 -0.64192
S 0.31555 0.34447 0.29427
O 0.64142 0.47819 1.71840
Nb -2.20434 0.94937 0.09134
I -2.46486 3.03137 1.87273
B -4.42908 0.36657 -0.33077
O -5.33357 0.38164 0.71763
O -4.83866 0.04569 -1.58705
C 0.85217 -1.44670 -0.04848
F 1.56828 -1.53405 -1.19525
F -0.21417 -2.24861 -0.16798
F 1.62675 -1.91869 0.94793
H -2.14975 2.14101 -1.31229
H -2.12178 -0.26562 -1.22094
H -2.52099 -0.43469 1.29729
H -4.96055 -0.13912 1.44811
H -4.34123 -0.76833 -1.85989
O 3.89944 -0.85483 -2.94972
H 3.12485 -0.65299 -2.41145
H 3.66686 -1.66582 -3.41370
O 3.65924 -2.31817 3.27065
H 3.64428 -1.51701 3.80135
H 2.90112 -2.21844 2.68232
O 0.29991 5.15230 2.39943
H 0.94961 5.72971 2.82388
H 0.68016 4.27093 2.49108
O -6.37797 0.54754 -3.94181
H -5.73353 0.48201 -3.21740
H -6.55732 1.48818 -4.01781
O -7.11724 -1.74739 -0.87956
H -6.62610 -1.20128 -0.24971
H -7.33048 -1.11934 -1.57869
O -1.32295 7.39279 4.03840
H -0.96304 6.65740 3.52457
H -1.91810 6.96611 4.66090
O 5.15947 -4.93915 2.12676
H 6.08573 -4.72401 2.28921
H 4.70325 -4.09143 2.18130
O 8.21559 -4.54809 2.28904
H 8.57072 -4.05499 1.54363
H 8.79454 -5.30871 2.39006
O 2.58766 5.55873 4.26851
H 3.22348 6.15002 4.68029
H 2.97555 4.68102 4.33760
O -4.43100 -2.45641 -2.13885
H -3.98654 -3.09665 -2.70889
H -5.00403 -2.95822 -1.54962
O 1.87009 4.09150 0.08009
H 1.10201 4.41708 0.56573
H 1.56084 3.27761 -0.34151
O -2.79311 -3.98507 -4.09383
H -2.97354 -3.62809 -4.96865
H -1.96520 -4.46571 -4.17517
O 5.66652 -2.13425 -4.83858
H 5.33030 -1.26637 -5.08625
H 5.88539 -2.02310 -3.90679
*
```



(9)
DFT (ωB97M-V/def2-TZVPD) results for a cluster of 17 separate species, CH33O18 in total.

Gap between HOMO and LUMO   9.29 eV
HOMO energy   -6.79 eV
LUMO level   2.49 eV
Largest force on an atom   2.636 eV/Å
Electronic energy   -1412.295195 Ha
Molecular weight   333.3 g/mol

ORCA input file:
```
! wB97M-V def2-TZVPD RIJCOSX def2/J DEFGRID3
* xyz -1 1
O 1.34071 -0.39319 0.53748
C 0.98124 0.82951 0.63964
O 0.07598 1.14267 1.41985
H 1.47499 1.52150 -0.03492
H -0.69581 -0.39693 2.99505
H -0.21956 0.93984 3.68368
O -0.88227 0.24708 3.70523
H -2.01513 1.69443 -1.97573
H -0.96439 1.98745 -3.08261
O -1.04656 1.79682 -2.14075
H -2.74135 -3.19714 1.15328
H -1.64904 -3.70004 0.24875
O -2.51325 -3.23578 0.19677
H 1.02410 -2.86882 1.10950
H 1.18695 -2.84092 -0.41027
O 0.89955 -3.43139 0.29590
H -2.19937 -0.26930 0.94428
H -1.13480 -0.50470 -0.13319
O -2.01451 -0.77963 0.11581
H -2.34289 1.88767 1.38857
H -2.31436 1.14151 2.76128
O -2.79730 1.23918 1.92180
H 2.72669 0.41271 -2.45495
H 3.52195 -0.64285 -1.49975
O 3.63045 0.15026 -2.03660
H 1.25984 3.96675 -0.96735
H 0.62168 2.77592 -1.51449
O 1.32606 3.38449 -1.75387
H -3.99939 0.65332 -0.44056
H -3.43497 -0.43184 -1.36787
O -3.83319 0.45844 -1.37324
H 2.05852 -0.71657 2.07143
H 1.88199 -1.21151 3.47889
O 2.49037 -0.69092 2.95924
H 0.37982 -1.15523 1.33961
H -1.03457 -2.06101 1.34851
O -0.29922 -1.78974 1.94379
H 0.05757 3.62964 0.91130
H -0.61713 2.72456 -0.12638
O -0.64466 3.59290 0.26341
H -0.40479 -2.84812 -1.79559
H -1.53547 -2.24280 -2.64147
O -0.60125 -2.46386 -2.66040
H 3.03045 2.09636 1.76821
H 1.91306 1.56509 2.65061
O 2.18804 2.34517 2.16093
H 1.39350 -1.41089 -2.69634
H 2.47865 -2.46149 -2.25383
O 1.71141 -1.95930 -1.98428
H 0.70570 1.28173 -2.68376
H 0.52383 -0.26188 -2.88510
O 1.05216 0.50086 -3.09953
*
```



(10)
DFT (ωB97M-V/def2-TZVPD) results for a structure of composition CH39O19.

Gap between HOMO and LUMO   10.48 eV
HOMO energy   -7.98 eV
LUMO level   2.50 eV
Largest force on an atom   3.240 eV/Å
Electronic energy   -1491.080303 Ha
Molecular weight   355.3 g/mol

ORCA input file:
```
! wB97M-V def2-TZVPD RIJCOSX def2/J DEFGRID3
* xyz -1 1
C 1.44789 -1.27331 2.13382
O 0.26138 -0.49912 2.21287
H 1.17473 -2.15380 2.64003
H 1.70856 -1.40092 1.10804
H 2.29490 -0.78718 2.73461
H -0.31027 -3.81774 0.53907
H 0.01092 -3.12846 -0.80529
O 0.42992 -3.56837 -0.04380
H 2.60192 -1.96527 -2.43977
H 2.92018 -0.59541 -2.80214
O 3.21120 -1.48612 -3.03760
H 1.60472 0.91056 -1.39601
H 2.79377 1.87920 -0.89712
O 2.46562 1.34777 -1.63471
H -1.92638 0.79133 -3.69267
H 0.05859 1.28997 0.14137
O -2.54642 1.12944 -2.98082
H 0.06234 2.94444 1.00387
H 0.16178 0.38205 1.84519
O 0.00605 1.98549 1.09965
H -1.53185 0.16158 2.94088
H -2.12965 -1.18584 3.41701
O -2.37654 -0.28365 3.08725
H -1.90743 1.39838 -2.30119
H -1.29116 0.34597 -0.04922
O -2.17539 0.20210 0.36900
H 0.33188 -0.20042 -0.24430
H -2.99856 -0.51601 -1.01712
O 0.14525 0.50358 -0.87395
H -2.87000 -3.32841 -0.40225
H -2.28021 -2.16892 0.41515
O -2.05487 -2.99135 -0.03974
H 2.53131 1.06173 0.80693
H 1.89079 2.40331 1.12250
O 2.71784 1.92969 1.19494
H 3.25082 -1.97540 0.29111
H 4.18013 -0.91646 -0.28243
O 3.80052 -1.23260 0.53827
H -2.61119 -0.97735 -2.62675
H -2.03985 0.28504 1.33162
O -2.77934 -1.15000 -1.70547
H -0.98021 -1.61758 -1.98129
H 0.52107 -1.06161 -2.42670
O -0.07761 -1.78874 -2.25672
H -3.04240 2.12300 -0.15660
H -1.85017 2.66104 0.36916
O -2.68381 3.02006 0.02162
H 0.47404 1.04315 -2.92389
H 0.69882 2.52299 -3.43338
O 0.06097 1.84546 -3.23018
H 1.83463 1.97312 3.86198
H 0.92757 1.88218 2.71122
O 0.89726 2.00742 3.68416
H -0.40998 3.03231 -2.09688
H -1.31449 4.16435 -1.35950
O -0.46501 3.92043 -1.73242
H -1.42482 -3.55161 2.79440
H -0.36438 -2.50315 2.95826
O -1.03540 -3.02236 3.49592
*
```



Repeat the first record exactly.
DFT (ωB97M-V/def2-TZVPD) results for a cluster of 2 separate species, CH2O4Si in total.

Structure (SMILES)   O=[SiH]O.O=C=O
Gap between HOMO and LUMO   10.90 eV
HOMO energy   -10.91 eV
LUMO level   -0.02 eV
Largest force on an atom   3.626 eV/Å
Electronic energy   -629.835580 Ha
Molecular weight   106.1 g/mol

ORCA input file:
```
! wB97M-V def2-TZVPD RIJCOSX def2/J DEFGRID3
* xyz 0 1
O -0.22303 -0.90953 0.72945
Si -1.19456 -0.35252 -0.30365
O -2.47224 0.60015 -0.05189
H -0.91810 -0.59304 -1.70671
H -2.37344 1.16943 0.84151
O 2.32884 0.54351 1.18973
C 2.40170 0.03914 0.16265
O 2.45083 -0.49713 -0.86110
*
```